ORCA calculation (wB97M-V/def2-TZVPD) on a structure of composition C44H29BrCl2F5GeN2O3RuSe.

E_tot = -10596.3240 hartree
HOMO energy = -2.95 eV
Energy above the lowest of the compared OMol25 structures with the same formula, charge and spin = 0.0 kcal per mole
Charge = -1
Molar mass = 1132.2 g/mol

Last column: Löwdin charge in e.
Cartesian coordinates (Å):
Ru 1.284 1.058 -0.416  0.57
O 5.838 5.406 -0.867  0.06
C 4.988 4.344 -0.807  -0.32
C 5.427 3.031 -0.685  0.00
C 4.492 2.015 -0.626  -0.14
N 3.173 2.236 -0.682  -0.15
C 2.794 3.504 -0.797  -0.72
Br 0.914 3.621 -0.841  0.87
C 3.626 4.599 -0.870  -0.02
H 6.742 5.094 -0.760  0.10
H 6.483 2.798 -0.630  0.11
H 4.792 0.982 -0.534  0.08
H 3.242 5.604 -0.957  0.12
F -3.444 2.326 4.852  0.10
C -2.269 2.156 4.225  -0.15
C -1.255 3.081 4.378  -0.15
F -1.455 4.162 5.152  0.09
C -0.047 2.892 3.732  -0.27
F 0.887 3.837 3.921  0.05
C 0.211 1.795 2.916  -0.49
Se 1.902 1.587 2.054  0.66
C -0.831 0.878 2.797  -0.25
F -0.691 -0.236 2.082  0.08
C -2.051 1.048 3.430  -0.14
F -3.020 0.133 3.297  0.10
C -0.279 0.226 -0.960  -0.43
Ge -1.923 0.482 -1.920  0.95
C -1.804 2.005 -3.153  -0.27
C -2.947 2.659 -3.616  -0.12
C -2.863 3.663 -4.572  -0.10
C -1.626 4.022 -5.091  -0.11
C -0.482 3.370 -4.654  -0.10
C -0.571 2.369 -3.695  -0.16
C -2.283 -1.074 -3.067  -0.25
C -3.542 -1.653 -3.198  -0.11
C -3.748 -2.741 -4.041  -0.10
C -2.690 -3.262 -4.769  -0.11
C -1.428 -2.691 -4.654  -0.10
C -1.230 -1.608 -3.811  -0.10
C -3.452 0.739 -0.716  -0.26
C -3.977 -0.366 -0.040  -0.12
C -4.943 -0.214 0.944  -0.10
C -5.398 1.053 1.281  -0.11
C -4.876 2.163 0.634  -0.10
C -3.910 2.004 -0.353  -0.11
H -3.921 2.381 -3.227  0.09
H -3.761 4.163 -4.914  0.09
H -1.557 4.805 -5.837  0.09
H 0.485 3.643 -5.058  0.10
H 0.323 1.865 -3.341  0.06
H -4.380 -1.247 -2.644  0.09
H -4.735 -3.179 -4.128  0.09
H -2.845 -4.110 -5.425  0.09
H -0.598 -3.094 -5.223  0.10
H -0.239 -1.175 -3.713  0.10
H -3.604 -1.359 -0.267  0.10
H -5.326 -1.084 1.464  0.10
H -6.142 1.176 2.058  0.10
H -5.212 3.157 0.906  0.10
H -3.500 2.885 -0.837  0.09
Cl 2.226 -5.228 3.157  0.73
C 3.515 -4.356 2.367  -0.56
C 4.578 -5.126 1.924  -0.14
C 5.698 -4.543 1.364  -0.11
C 5.749 -3.160 1.282  -0.13
C 4.685 -2.399 1.714  -0.56
Cl 4.834 -0.671 1.639  0.74
C 3.494 -2.952 2.240  -0.29
N 2.473 -2.125 2.618  0.09
C 1.104 -2.503 2.786  -0.27
C 0.521 -2.297 4.027  -0.03
C -0.817 -2.591 4.237  -0.08
C -1.575 -3.106 3.196  -0.08
C -0.994 -3.297 1.952  -0.03
C 0.341 -2.987 1.725  -0.19
C 0.896 -3.076 0.320  -0.01
C 0.859 -1.681 -0.245  -0.54
O -0.259 -1.295 -0.748  -0.09
O 1.829 -0.918 -0.126  -0.12
H 4.512 -6.199 2.042  0.09
H 6.523 -5.149 1.018  0.10
H 6.617 -2.654 0.881  0.10
H 2.582 -1.139 2.379  0.03
H 1.138 -1.900 4.823  0.12
H -1.266 -2.415 5.206  0.10
H -2.624 -3.330 3.343  0.10
H -1.594 -3.658 1.124  0.12
H 0.274 -3.738 -0.280  0.13
H 1.926 -3.431 0.309  0.12